A structure of composition C18H21N9O9P2SSr, computed with ωB97M-V/def2-TZVPD.

Properties
Relative energy (zero: lowest compared OMol25 entry of this formula, charge and spin): 0.00 kJ/mol
Multiplicity: 1
LUMO: -0.11 eV
Energy: -81104.7203 eV

Cartesian coordinates (Å):
Sr1 -0.0742 0.8881 -1.3808
N1 0.4279 -4.0232 5.2204
C1 0.3419 -2.8701 4.4522
C2 0.9019 -1.6729 4.9068
C3 0.8632 -0.5403 4.1188
C4 0.2608 -0.5915 2.8682
C5 -0.2980 -1.7723 2.4009
C6 -0.2600 -2.9035 3.1920
S1 0.3123 0.8480 1.8714
O1 0.5176 1.9710 2.7438
O2 -0.9627 0.9056 1.0973
N2 1.4341 0.7857 0.7488
C7 2.1434 -0.3004 0.3559
N3 2.5892 -1.2286 1.2140
C8 3.2176 -2.2710 0.7012
C9 3.4551 -2.4274 -0.6588
C10 3.0124 -1.3968 -1.4636
N4 2.3761 -0.3332 -0.9853
H1 0.5544 -3.8822 6.2090
H2 -0.2485 -4.7389 5.0118
H3 1.3713 -1.6410 5.8828
H4 1.2919 0.3904 4.4622
H5 -0.7225 -1.8177 1.4060
H6 -0.6891 -3.8305 2.8297
H7 3.5577 -3.0172 1.4131
H8 3.9664 -3.2909 -1.0560
H9 3.1641 -1.4125 -2.5383
N5 -1.9832 5.2278 -1.0672
C11 -2.1128 3.9372 -1.3846
N6 -0.9187 3.3983 -1.4967
C12 -0.0779 4.4294 -1.2131
N7 -0.6814 5.5619 -0.9365
C13 1.3794 4.2371 -1.2049
C14 2.2574 5.2662 -0.8829
N8 3.5702 5.0803 -0.8630
C15 3.9982 3.8567 -1.1558
C16 3.1271 2.8246 -1.4708
N9 1.8120 3.0132 -1.5065
H10 -2.6966 5.9176 -0.9057
H11 -3.0486 3.4237 -1.5322
H12 1.8818 6.2501 -0.6323
H13 5.0682 3.6905 -1.1393
H14 3.4784 1.8244 -1.6867
C17 -3.4419 -2.0396 -3.5438
C18 -2.8301 -1.9053 -2.1610
O3 -3.3332 -2.9540 -1.3443
P1 -3.3035 -0.3069 -1.3714
O4 -3.2014 -0.4474 0.1965
O5 -4.8802 -0.2653 -1.5993
O6 -2.6098 0.8790 -1.9323
P2 -0.9894 -1.9273 -2.1697
O7 -0.6573 -3.4495 -2.5626
O8 -0.6624 -1.6171 -0.7329
O9 -0.3799 -0.9845 -3.1700
H15 -4.5283 -2.0523 -3.4718
H16 -3.0999 -2.9777 -3.9813
H17 -3.1282 -1.2161 -4.1847
H18 -2.8419 -2.9497 -0.5118
H19 -2.3745 -0.0915 0.6028
H20 -5.3699 0.0145 -0.8182
H21 0.0740 -3.4751 -3.1897



A structure of composition C25H32BCrIN6O4PS2 at a distorted geometry, computed with ωB97M-V/def2-TZVPD.

Properties
Relative energy (zero: lowest compared OMol25 entry of this formula, charge and spin): 5.79 kJ/mol
Multiplicity: 4
LUMO (alpha / beta): -0.12 / 0.30 eV
Energy: -111736.4430 eV

Cartesian coordinates (Å):
Cr1 1.4503 1.4374 0.3816
C1 0.1755 -3.0399 2.4735
O1 1.4647 -2.4592 2.6427
C2 1.6416 -1.2365 2.1356
O2 0.8020 -0.6012 1.5258
N1 2.8546 -0.7338 2.4714
N2 3.2131 0.5257 1.9687
H1 0.1909 -3.9497 3.0688
H2 -0.0114 -3.2720 1.4248
H3 -0.5997 -2.3552 2.8202
H4 3.5720 -1.3643 2.8167
H5 3.9076 0.4530 1.2163
H6 3.5945 1.1096 2.7125
O3 4.0712 -0.7480 -1.9535
C3 3.0090 -0.2264 -1.6617
O4 2.8473 0.5793 -0.6813
C4 1.7303 -0.5450 -2.4440
P1 0.4110 -1.0770 -1.2374
C5 -1.0179 -1.2720 -2.3735
C6 -0.9198 -1.6665 -3.7024
C7 -2.0435 -1.6797 -4.5077
C8 -3.2813 -1.3248 -3.9955
C9 -3.3938 -0.9799 -2.6578
C10 -2.2670 -0.9449 -1.8568
C11 0.9263 -2.8208 -0.9958
C12 0.0255 -3.8781 -1.1049
C13 0.4294 -5.1708 -0.8189
C14 1.7227 -5.4224 -0.3882
C15 2.6167 -4.3735 -0.2500
C16 2.2198 -3.0844 -0.5491
H7 1.9428 -1.3069 -3.1947
H8 1.3660 0.3744 -2.9150
H9 0.0350 -1.9722 -4.1076
H10 -1.9507 -1.9678 -5.5453
H11 -4.1518 -1.3201 -4.6377
H12 -4.3565 -0.7270 -2.2379
H13 -2.3367 -0.6522 -0.8197
H14 -0.9877 -3.6845 -1.4284
H15 -0.2657 -5.9890 -0.9388
H16 2.0378 -6.4329 -0.1696
H17 3.6281 -4.5630 0.0782
H18 2.9325 -2.2796 -0.4608
C17 0.2124 0.5657 4.4895
N3 -0.8733 0.5998 3.5539
C18 -1.9867 -0.1980 3.5782
C19 -2.7721 0.2018 2.5490
N4 -2.1671 1.2394 1.9011
B1 -2.9493 2.0323 0.8061
N5 -2.1703 3.2380 0.2164
C20 -2.6349 4.5145 0.3278
C21 -1.9918 5.2976 -0.5741
N6 -1.1045 4.4944 -1.2319
C22 -0.2639 4.8916 -2.3254
C23 -1.2165 3.2465 -0.7219
S1 -0.2511 1.9419 -1.2677
C24 -0.9976 1.4543 2.5024
S2 0.1990 2.6040 2.1182
H19 0.6186 -0.4439 4.5743
H20 -0.1227 0.8940 5.4744
H21 0.9855 1.2482 4.1311
H22 -2.1334 -0.9597 4.3165
H23 -3.7231 -0.1703 2.2291
H24 -3.9106 2.4872 1.3494
H25 -3.2173 1.2900 -0.0814
H26 -3.3923 4.7608 1.0423
H27 -2.1051 6.3335 -0.8158
H28 -0.2455 5.9778 -2.3802
H29 -0.6461 4.4862 -3.2643
H30 0.7475 4.5162 -2.1758
I1 4.3563 3.3194 0.5418
C25 2.3074 3.2443 -0.1184
H31 2.3702 3.4170 -1.1922
H32 1.8438 4.1175 0.3451



A structure of composition C5H14N2O at a distorted geometry, computed with ωB97M-V/def2-TZVPD.

Properties
Relative energy (zero: lowest compared OMol25 entry of this formula, charge and spin): 633.15 kJ/mol
Multiplicity: 1
LUMO: 0.78 eV
Energy: -10434.4659 eV

Cartesian coordinates (Å):
C1 -1.1343 -0.4228 -1.3838
C2 -1.5428 0.9489 0.6049
C3 -0.5216 -1.6237 -0.6612
N1 -2.0868 0.3812 -0.6182
O1 -3.1871 -0.4746 -0.2318
H1 -3.9408 -0.1028 -0.7033
H2 -1.6690 -0.7612 -2.2748
H3 -0.3515 0.2684 -1.7085
H4 -0.6829 1.5637 0.3379
H5 -1.2367 0.1921 1.3343
H6 -2.3052 1.5844 1.0553
H7 -1.3111 -2.2574 -0.2588
H8 0.1361 -1.3133 0.1507
H9 0.0704 -2.2121 -1.3636
C4 3.1325 0.2784 0.0230
C5 2.2954 0.6562 1.1267
N2 1.6725 -0.0792 1.9265
H10 1.2561 0.3628 2.7393
H11 1.8370 1.6817 0.6473
H12 3.3113 -0.7876 -0.0818
H13 2.2753 1.1881 -0.5164
H14 3.9831 0.9288 -0.1437